No. 1
DFT (wB97M-V/def2-TZVPD) results for a structure of composition F4N5O17S4Sr in a non-equilibrium geometry.

Last column: Mulliken charge in e.
CARTESIAN COORDINATES (ANGSTROEM)
Sr  11.1716  5.6804  17.7814  2.6713
N  12.9481  4.5430  16.5567  -0.2317
S  13.2124  4.6004  15.0438  0.8372
O  12.9189  3.4306  14.2416  -0.6173
O  14.2650  5.4924  14.6110  -0.6019
F  11.9452  5.6002  14.8161  -0.2985
S  14.2062  3.4756  16.9289  0.8904
O  15.5616  4.0212  16.7658  -0.5829
O  13.8869  2.0776  16.6905  -0.5605
F  13.9401  3.6443  18.5024  -0.2064
N  11.4754  4.6495  19.8873  -0.3634
S  11.4345  2.8776  19.8423  1.0053
O  10.1213  2.3146  20.3148  -0.5594
O  12.6332  2.1130  20.1299  -0.5496
F  11.3206  2.8544  18.2408  -0.2263
S  11.8787  4.5784  21.3667  0.7641
O  13.3076  4.6593  21.7117  -0.6165
O  10.9662  3.9856  22.3501  -0.5668
F  11.5662  6.1934  21.5481  -0.3633
N  8.4786  4.3597  16.6899  1.1463
O  7.2792  4.1007  16.5329  -0.7562
O  9.0880  4.0957  17.6965  -0.6218
O  9.1215  4.7343  15.7793  -0.6721
N  12.2986  8.7224  17.1940  1.2854
O  12.5505  9.9159  17.2726  -0.7204
O  11.3680  8.2980  16.5765  -0.6761
O  12.7553  7.8651  17.9308  -0.7624
N  8.2471  8.1879  18.5316  0.8085
O  7.4029  8.3141  17.6558  -0.6544
O  8.9934  7.2533  18.5282  -0.5146
O  8.2779  9.0882  19.4160  -0.6860

Properties
- Highest occupied orbital energy: -0.46 eV
- Electronic energy: -97294.797 eV
- Total charge: -3
- LUMO energy: 6.4 eV



No. 2
DFT (wB97M-V/def2-TZVPD) results for a cluster of 12 separate species, F6H22O11P in total in a non-equilibrium geometry.

Last column: Mulliken charge in e.
CARTESIAN COORDINATES (ANGSTROEM)
P  -1.0728  1.8916  1.1727  1.1572
F  -1.7875  2.7239  2.4029  -0.3309
F  -2.5143  1.4378  0.5938  -0.3506
F  -1.1648  3.2593  0.2204  -0.4160
F  -0.2555  1.2249  -0.0616  -0.2629
F  0.3672  2.4317  1.7314  -0.3643
F  -0.9704  0.5078  1.9991  -0.3574
O  2.5679  -3.6178  -0.5972  -0.7361
H  1.7593  -4.1180  -0.3894  0.3649
H  2.4394  -2.8297  -0.0207  0.3979
O  2.5181  0.4509  -1.5781  -0.6657
H  2.3756  1.3922  -1.7277  0.3702
H  2.1477  -0.0746  -2.3481  0.3178
O  -3.3836  4.8467  0.0000  -0.6517
H  -2.4538  5.0309  0.1913  0.3390
H  -3.4817  3.9161  0.1047  0.3026
O  -4.4424  -0.2853  -0.8887  -0.6470
H  -3.9166  -0.6393  -1.6470  0.3027
H  -3.8497  0.3382  -0.4386  0.4309
O  1.9230  -2.4314  -3.1477  -0.7032
H  2.2089  -2.7530  -2.2512  0.3729
H  0.9864  -2.2562  -2.9763  0.2942
O  2.0692  -0.9535  0.6571  -0.6559
H  1.4100  -0.3327  1.0653  0.2412
H  2.3889  -0.4207  -0.1323  0.4496
O  -0.9099  -3.1543  1.0753  -0.6338
H  -0.9492  -2.6308  0.2507  0.3894
H  -0.6919  -2.5318  1.7223  0.2813
O  -0.2980  -1.3806  -1.1070  -0.5681
H  0.3941  -0.8450  -0.6738  0.2650
H  -1.1410  -0.8580  -1.0105  0.2277
O  0.6774  2.9045  5.0017  -0.6723
H  0.2156  2.0662  5.1490  0.3234
H  0.4902  3.1052  4.0926  0.3241
O  0.0691  -5.0376  -1.7124  -0.6932
H  0.6995  -4.5545  -2.2747  0.3395
H  -0.3360  -4.2536  -1.2414  0.3170
O  2.0256  2.9520  -0.7276  -0.8044
H  2.7201  2.7980  -0.0754  0.3221
H  1.1659  2.6804  -0.4030  0.3828

Properties
- Highest occupied orbital energy: -8.65 eV
- Electronic energy: -48484.219 eV
- ΔE to the lowest compared entry with this formula, charge and spin: 0.0 kcal per mole
- Total charge: -1
- LUMO energy: 2.4 eV



No. 3
DFT (wB97M-V/def2-TZVPD) results for a cluster of 15 separate species, F6H28O14P in total in a non-equilibrium geometry.

Last column: Mulliken charge in e.
CARTESIAN COORDINATES (ANGSTROEM)
P  0.1761  0.2379  -0.6323  1.2669
F  1.2548  0.9847  0.3164  -0.2726
F  -0.7532  0.0271  0.6965  -0.3336
F  -0.4943  1.6660  -0.9473  -0.3168
F  -0.9402  -0.5019  -1.5429  -0.1913
F  1.1438  0.4022  -1.9355  -0.5322
F  0.9147  -1.1460  -0.2720  -0.1547
O  4.2495  -1.0911  0.4759  -0.6181
H  4.8176  -0.7395  1.1672  0.2798
H  3.3842  -0.6979  0.6494  0.3266
O  -1.4602  2.2383  -3.7350  -0.6700
H  -1.1058  1.9215  -4.5714  0.2887
H  -1.2984  1.5170  -3.1143  0.3046
O  1.5308  -2.1848  2.2978  -0.6141
H  1.6773  -1.2120  2.3653  0.2205
H  0.7657  -2.3585  2.8709  0.3964
O  1.9429  0.4110  2.8671  -0.6379
H  2.7658  0.8571  3.0918  0.2669
H  1.4456  1.0594  2.3485  0.2985
O  -1.4407  -3.3914  0.4211  -0.7253
H  -0.6397  -2.9815  0.0567  0.3386
H  -1.6092  -2.9051  1.2358  0.3895
O  -3.1328  0.4158  2.5886  -0.6456
H  -3.8067  0.7331  1.9776  0.3063
H  -2.3662  0.9731  2.4107  0.2924
O  -3.0297  -2.2362  -1.7360  -0.6885
H  -2.8207  -1.6322  -2.4527  0.3072
H  -2.3371  -2.0803  -1.0813  0.3982
O  -1.2404  4.8460  -0.7098  -0.6997
H  -1.6763  4.0114  -0.9375  0.3727
H  -1.9406  5.3920  -0.3381  0.3041
O  3.6772  1.4773  -2.0142  -0.7012
H  3.2489  1.9033  -2.7613  0.3038
H  3.0108  0.8506  -1.6895  0.3761
O  -3.5911  2.3337  -0.7961  -0.6568
H  -3.9911  2.7013  -1.5916  0.3138
H  -2.9173  1.7243  -1.1237  0.2986
O  0.9339  -2.8769  -2.5815  -0.7364
H  0.7757  -1.9539  -2.3459  0.3055
H  1.4400  -3.2253  -1.8195  0.4070
O  1.8717  -3.7241  -0.0574  -0.6208
H  1.4994  -4.5670  0.2177  0.2776
H  1.8705  -3.1639  0.7500  0.3246
O  -1.0163  -2.1352  3.4154  -0.7486
H  -1.9288  -2.2859  3.6834  0.3078
H  -1.0427  -1.2968  2.9310  0.3151
O  0.9730  4.0115  0.9460  -0.7111
H  0.9893  3.1953  0.4345  0.2725
H  0.2203  4.4965  0.5713  0.4151

Properties
- Highest occupied orbital energy: -7.49 eV
- Electronic energy: -54724.114 eV
- ΔE to the lowest compared entry with this formula, charge and spin: 13.4 kcal per mole
- Total charge: -1
- LUMO energy: 2.3 eV



No. 4
DFT (wB97M-V/def2-TZVPD) results for a cluster of 15 separate species, F6H28O14P in total in a non-equilibrium geometry.

Last column: Mulliken charge in e.
CARTESIAN COORDINATES (ANGSTROEM)
P  6.8724  -23.9115  20.2220  1.2299
F  5.7514  -24.0927  19.0365  -0.3616
F  5.7502  -22.9336  20.9706  -0.3852
F  6.2378  -25.1215  21.1153  -0.3719
F  7.8528  -23.7335  21.4776  -0.3830
F  7.9951  -24.8646  19.5705  -0.3581
F  7.4042  -22.6082  19.3777  -0.3724
O  1.8221  -23.4587  21.4212  -0.6431
H  2.7636  -23.2894  21.4560  0.3437
H  1.4416  -22.6366  21.1120  0.2986
O  4.7858  -17.9932  23.6085  -0.6413
H  4.5504  -18.0459  24.5348  0.3157
H  4.7543  -18.8992  23.3010  0.3257
O  3.4142  -27.4799  19.1481  -0.6405
H  4.3353  -27.2477  19.2664  0.3228
H  3.1526  -27.0239  18.3482  0.3129
O  11.8297  -25.7467  21.3607  -0.6505
H  12.3576  -24.9688  21.1809  0.3067
H  10.9439  -25.5029  21.0921  0.3446
O  12.4019  -25.9178  16.7008  -0.6261
H  12.0287  -25.3873  17.4048  0.3216
H  11.6423  -26.2565  16.2270  0.3046
O  9.6208  -18.1261  20.5762  -0.6427
H  9.0741  -18.2617  21.3502  0.3314
H  9.8354  -19.0094  20.2762  0.3139
O  8.1931  -27.2631  15.7156  -0.5980
H  7.5642  -27.9325  15.9849  0.3072
H  8.9481  -27.7575  15.3967  0.3020
O  8.6267  -23.1444  15.4407  -0.6494
H  8.4585  -23.2590  16.3760  0.3293
H  8.7142  -24.0352  15.1016  0.3043
O  5.6780  -25.2614  25.9734  -0.6418
H  6.2144  -25.7927  26.5617  0.3142
H  6.0633  -25.3982  25.1080  0.3288
O  4.5059  -19.7835  17.4584  -0.6412
H  4.8219  -20.4464  18.0723  0.3326
H  3.5526  -19.8195  17.5359  0.3079
O  1.9916  -25.4521  15.4994  -0.6388
H  1.2746  -24.8715  15.2445  0.3028
H  2.7768  -24.9094  15.4281  0.3361
O  9.1057  -20.6525  23.7056  -0.6467
H  8.7681  -21.2690  23.0558  0.3403
H  10.0279  -20.8894  23.8047  0.3053
O  9.5932  -26.4888  24.9384  -0.6321
H  9.9208  -26.3668  24.0473  0.3230
H  10.0317  -25.8090  25.4504  0.3082
O  5.0012  -22.9685  13.8975  -0.6284
H  5.7508  -23.4287  14.2751  0.3324
H  5.3600  -22.1351  13.5927  0.3062

Properties
- Highest occupied orbital energy: -8.86 eV
- Electronic energy: -54721.816 eV
- ΔE to the lowest compared entry with this formula, charge and spin: 66.4 kcal per mole
- Total charge: -1
- LUMO energy: 1.9 eV



No. 5
DFT (wB97M-V/def2-TZVPD) results for a cluster of 16 separate species, F6H30O15P in total in a non-equilibrium geometry.

Last column: Mulliken charge in e.
CARTESIAN COORDINATES (ANGSTROEM)
P  0.1301  -0.2726  -0.0997  1.1542
F  1.3224  0.8480  -0.0949  -0.0839
F  -0.2068  0.0480  -1.6354  -0.2537
F  1.2451  -1.2989  -0.6108  -0.4983
F  -1.0405  -1.3436  -0.0330  0.1055
F  0.5299  -0.6551  1.4548  -0.4287
F  -0.9676  0.8435  0.4073  -0.2155
O  -3.2458  -0.2003  1.3828  -0.6999
H  -4.1526  -0.1575  1.0792  0.2154
H  -2.7280  -0.2809  0.5818  0.4203
O  1.6974  -3.0554  3.3143  -0.6205
H  2.1755  -2.6170  4.0183  0.3135
H  2.0938  -2.7201  2.5101  0.2833
O  3.4994  0.4750  1.4587  -0.6546
H  4.1361  -0.0466  0.9700  0.3753
H  2.6916  -0.0373  1.4230  0.2210
O  4.3482  -0.5579  -0.8111  -0.7106
H  3.3970  -0.4599  -0.7666  0.3592
H  4.4928  -1.1711  -1.5317  0.2764
O  -1.5458  -2.1176  2.7027  -0.6423
H  -1.4087  -1.4275  2.0536  0.2043
H  -0.8349  -1.9991  3.3327  0.3146
O  -2.9954  -0.0320  -1.3648  -0.7724
H  -2.1392  0.3416  -1.1563  0.2144
H  -2.8025  -0.9182  -1.6710  0.5382
O  0.5427  2.1332  2.1909  -0.7018
H  -0.3257  2.3587  2.5245  0.2289
H  0.3808  1.4441  1.5466  0.3628
O  1.1616  -2.8504  -3.3676  -0.6384
H  1.0649  -2.6394  -2.4389  0.3237
H  1.8450  -3.5201  -3.3917  0.2759
O  -1.3766  -4.0240  0.3834  -0.6962
H  -1.1396  -3.1131  0.5574  0.2355
H  -2.3332  -4.0205  0.3477  0.3136
O  0.3907  3.6260  -1.9239  -0.6500
H  1.2378  3.3044  -1.6151  0.3411
H  -0.0408  3.9591  -1.1371  0.3545
O  3.0295  2.6993  -0.6653  -0.6878
H  2.9816  1.9882  -0.0263  0.3567
H  3.5324  2.3343  -1.3933  0.3077
O  -0.8044  1.4252  -3.9443  -0.6873
H  0.0554  1.0332  -3.7917  0.3059
H  -0.8627  2.1332  -3.3028  0.3175
O  -2.2051  -1.8820  -3.0091  -0.7293
H  -2.3666  -1.0545  -3.4624  0.3517
H  -1.2620  -2.0219  -3.0938  0.3070
O  -2.0994  1.0562  3.5827  -0.5873
H  -2.4212  0.7242  2.7445  0.3896
H  -2.8236  1.5783  3.9279  0.2722
O  -1.0502  4.0828  0.3039  -0.6582
H  -1.0735  4.6333  1.0866  0.2948
H  -1.7292  3.4249  0.4530  0.2819

Properties
- Highest occupied orbital energy: -7.63 eV
- Electronic energy: -56803.200 eV
- ΔE to the lowest compared entry with this formula, charge and spin: 40.1 kcal per mole
- Total charge: -1
- LUMO energy: 2.3 eV



No. 6
DFT (wB97M-V/def2-TZVPD) results for a structure of composition F6Li2N4O15S6 in a non-equilibrium geometry.

Last column: Mulliken charge in e.
CARTESIAN COORDINATES (ANGSTROEM)
Li  -0.8253  -2.3710  -1.5910  0.8515
Li  -0.2594  -0.6916  -0.2053  1.5169
N  -1.5209  -0.5709  -1.6354  -0.3119
S  -1.1003  0.1200  -3.1747  1.0365
O  -1.8284  1.2286  -3.7619  -0.5189
O  -0.6245  -0.9673  -4.0965  -0.6629
F  0.2352  0.8981  -2.7242  -0.1927
S  -2.9957  -0.0530  -1.6227  0.9038
O  -3.8502  -0.5215  -2.7044  -0.6050
O  -3.0976  1.2966  -1.0903  -0.5210
F  -3.4461  -0.9836  -0.4170  -0.2387
N  0.5815  -2.3548  -0.2654  -0.1487
S  2.2330  -2.1620  -0.8065  0.9105
O  3.0052  -3.3746  -1.1602  -0.5257
O  2.9355  -1.0693  -0.0933  -0.4514
F  1.8355  -1.4296  -2.1827  -0.2402
S  0.8891  -2.9531  1.0898  0.7848
O  1.1512  -2.0035  2.1803  -0.4349
O  1.5954  -4.2022  1.1068  -0.6102
F  -0.6405  -3.4581  1.3616  -0.3207
N  0.8730  3.0857  2.0443  -0.2912
S  1.6293  1.6801  1.4142  0.8945
O  3.0500  1.6590  1.3377  -0.5325
O  0.8482  1.0157  0.4099  -0.4083
F  1.4108  0.7767  2.7116  -0.3005
S  1.5482  3.9917  0.9642  1.0202
O  1.4802  3.7191  -0.4509  -0.5550
O  2.7070  4.7915  1.4906  -0.6942
F  0.4113  5.1196  1.0421  -0.3265
N  -2.0157  -0.0722  2.6970  0.7331
O  -1.7737  1.0394  3.1921  -0.6233
O  -1.6961  -0.4009  1.5748  -0.4530
O  -2.7451  -0.7826  3.3652  -0.6843

Properties
- Highest occupied orbital energy: -2.58 eV
- Electronic energy: -118396.780 eV
- ΔE to the lowest compared entry with this formula, charge and spin: 71.7 kcal per mole
- Total charge: -2
- LUMO energy: 3.2 eV